# 1
Density functional theory data (the ωB97M-V functional and the def2-TZVPD basis) for a cluster of 2 separate species, C2H8NO2 in total.

Multiplicity   1
HOMO-LUMO gap   7.7 eV
HOMO energy   -3.361 eV
Charge   -1
ΔE to the lowest compared entry with this formula, charge and spin   1.0389 eV
Lowest unoccupied orbital energy   4.35 eV

Structure (XYZ):
```
13
C2H8NO2 | OMol25 | the ωB97M-V functional and the def2-TZVPD basis
H -0.6223 -0.6556 0.4840
H 1.4784 0.2781 1.5971
H 1.2320 -1.1507 2.7457
C -0.6483 0.7210 -1.1076
O -1.5475 -0.2215 -0.5418
H 0.0353 0.2581 2.6998
H 0.1095 0.9346 -0.2793
N 0.1085 0.2301 -2.2958
H -1.0259 1.6681 -1.4526
H -0.5454 0.0219 -3.0269
H 0.6095 -0.4981 -1.9365
O 0.0441 -1.1763 1.0765
C 0.7722 -0.4094 2.0374
```

# 2
Density functional theory data (the ωB97M-V functional and the def2-TZVPD basis) for a structure of composition CrH8O8P.

Multiplicity   4
⟨S²⟩   3.855
HOMO-LUMO gap (spin up / spin down)   6.6 / 6.7 eV
HOMO energy (spin up / spin down)   -7.630 / -7.691 eV
ΔE to the lowest compared entry with this formula, charge and spin   1.6193 eV
Lowest unoccupied orbital energy (spin up / spin down)   -1.03 / -1.04 eV

Structure (XYZ):
```
18
CrH8O8P | OMol25 | the ωB97M-V functional and the def2-TZVPD basis
H 1.0317 -2.3883 -0.3168
O -1.6183 -1.5377 3.4090
O 1.9720 0.9193 0.4328
H -1.4052 0.5126 -2.3075
H -1.1033 2.4296 -0.7065
Cr -0.0144 0.0435 0.1006
O 0.4461 -0.7491 1.8306
H 1.1421 -1.7395 -1.6801
H 2.5188 1.3788 -0.2045
H 2.4595 0.9788 1.2544
O -0.2283 2.0450 -0.6540
P -1.0509 -0.9480 2.0553
H -1.6761 -0.9362 -1.9617
O -1.2532 -0.1448 -1.6285
O -1.2419 0.4983 1.5465
H 0.3391 2.6785 -1.0932
O 0.9821 -1.5401 -0.7577
O -1.3000 -1.5006 0.6816
```

# 3
Density functional theory data (the ωB97M-V functional and the def2-TZVPD basis) for the ion C3H12N4S with charge +2.

Multiplicity   1
HOMO-LUMO gap   9.1 eV
HOMO energy   -17.919 eV
Charge   +2
ΔE to the lowest compared entry with this formula, charge and spin   0.7001 eV
Lowest unoccupied orbital energy   -8.84 eV

Structure (XYZ):
```
20
C3H12N4S | OMol25 | the ωB97M-V functional and the def2-TZVPD basis
H -1.7574 -0.7551 2.4820
H 2.3098 -0.4026 -2.1604
H 1.1060 0.5188 2.2697
N -0.4697 0.0475 0.9078
H 1.2765 -2.5107 -1.0846
H -1.4465 0.9515 2.7680
N 0.3801 -0.5154 -1.1825
H 0.6300 1.7654 1.4812
S 1.2990 1.7646 -2.0349
H 2.1035 2.0267 -3.0992
C -1.6001 0.1630 1.9024
H -1.7178 -0.3362 -0.7054
C 1.3618 0.0780 -1.8801
C -0.7556 0.1079 -0.5638
H -0.3174 -2.2353 -1.0072
H -0.8923 1.0501 -0.9611
H -2.5791 0.3752 1.4517
N 0.5317 -1.8511 -0.8655
H -0.1727 -0.9886 1.0044
N 0.7101 0.7463 1.2774
```

# 4
Density functional theory data (the ωB97M-V functional and the def2-TZVPD basis) for the molecule C3H6N3P.

Multiplicity   1
HOMO-LUMO gap   8.1 eV
HOMO energy   -7.709 eV
ΔE to the lowest compared entry with this formula, charge and spin   3.4822 eV
SMILES   NN1N=CCC=P1
Lowest unoccupied orbital energy   0.40 eV

Structure (XYZ):
```
13
C3H6N3P | OMol25 | the ωB97M-V functional and the def2-TZVPD basis
P 1.5391 -0.8574 -0.2918
C 1.5352 0.6634 0.6554
C -0.9364 0.9086 0.1627
H 2.4261 1.1551 1.0612
H -0.1470 1.0222 1.9484
N -1.1873 -0.1731 -0.4222
N -0.1198 -1.0774 -0.5166
H 0.1956 2.3588 0.8215
H -0.5950 -3.0459 -1.0195
C 0.2149 1.3334 0.9796
N -0.2737 -2.1223 -1.4636
H -1.0076 -1.8365 -2.0628
H -1.6440 1.6709 0.1475
```

# 5
Density functional theory data (the ωB97M-V functional and the def2-TZVPD basis) for a cluster of 2 separate species, C5H12N2O2 in total.

Multiplicity   1
HOMO-LUMO gap   9.8 eV
HOMO energy   -9.036 eV
ΔE to the lowest compared entry with this formula, charge and spin   2.2919 eV
SMILES   [H]/N=C\N(C)C.CC(=O)O
Lowest unoccupied orbital energy   0.74 eV

Structure (XYZ):
```
21
C5H12N2O2 | OMol25 | the ωB97M-V functional and the def2-TZVPD basis
C -1.2883 0.9297 0.5641
O -0.0174 1.4859 -1.6208
C -1.1242 -1.5597 0.2439
N -2.4723 1.0756 0.1111
H -1.6159 -1.4691 -0.7262
H 0.7669 0.5562 2.0916
H -2.7111 0.3439 -0.5550
H 2.0502 1.2791 0.0363
H -0.7019 1.2040 -2.2544
N -0.4776 -0.2901 0.5877
H -0.3836 -2.3638 0.2023
H 2.6217 1.3107 -1.6483
H -0.0079 -0.9848 2.5375
C 2.1555 0.6951 -0.8781
H 2.7897 -0.1742 -0.6838
H -0.8859 1.6827 1.2538
C 0.4459 -0.4188 1.7198
H 1.3356 -0.9710 1.4051
C 0.8050 0.2440 -1.3516
H -1.8836 -1.8238 0.9829
O 0.5994 -0.7516 -2.0181
```

# 6
Density functional theory data (the ωB97M-V functional and the def2-TZVPD basis) for a cluster of 2 separate species, CH6BNO3 in total.

Multiplicity   1
HOMO-LUMO gap (spin up / spin down)   6.9 / 6.9 eV
HOMO energy (spin up / spin down)   -7.692 / -7.698 eV
ΔE to the lowest compared entry with this formula, charge and spin   5.1529 eV
Lowest unoccupied orbital energy (spin up / spin down)   -0.82 / -0.81 eV

Structure (XYZ):
```
12
CH6BNO3 | OMol25 | the ωB97M-V functional and the def2-TZVPD basis
O 1.2789 -1.1415 0.4822
B 0.0387 -1.1173 0.1454
H 2.2758 -2.7802 -0.7472
O -1.0370 -1.5686 -0.4749
C -1.2414 2.3271 0.0981
H -0.9850 2.5808 1.1924
H -0.4512 2.6371 -0.6090
N 2.1510 -2.3213 0.2841
H -1.4850 -0.6764 -0.8260
H -2.1444 3.0272 0.0998
H 3.0660 -1.9994 0.5533
O -1.4663 1.0325 -0.1982
```

# 7
Density functional theory data (the ωB97M-V functional and the def2-TZVPD basis) for a cluster of 2 separate species, C2H6N3S2 in total.

Multiplicity   1
HOMO-LUMO gap (spin up / spin down)   7.8 / 3.3 eV
HOMO energy (spin up / spin down)   -13.125 / -10.134 eV
Charge   +1
ΔE to the lowest compared entry with this formula, charge and spin   6.5439 eV
Lowest unoccupied orbital energy (spin up / spin down)   -5.36 / -6.83 eV

Structure (XYZ):
```
13
C2H6N3S2 | OMol25 | the ωB97M-V functional and the def2-TZVPD basis
S -3.3230 1.7913 -0.1286
H -3.2473 -1.9749 0.3969
C -2.5922 0.2676 0.0132
H 4.5024 -0.5475 -0.9475
S -3.6383 -1.2640 -0.6584
N 3.6768 -0.2659 -0.5685
H 4.1465 1.4388 0.2427
N 3.3283 0.8268 0.0616
H 0.5338 -0.4820 1.1580
H 2.9129 -0.9174 -0.6850
H -4.5688 1.3505 0.1017
N -1.4589 0.0067 0.5511
C -0.2723 -0.2301 0.4627
```

# 8
Density functional theory data (the ωB97M-V functional and the def2-TZVPD basis) for a structure of composition C30H52As2BrN3PdSTe.

Multiplicity   5
⟨S²⟩   6.033
HOMO-LUMO gap (spin up / spin down)   8.4 / 5.0 eV
HOMO energy (spin up / spin down)   -18.305 / -18.911 eV
Charge   +4
Lowest unoccupied orbital energy (spin up / spin down)   -9.89 / -13.92 eV

Structure (XYZ):
```
91
C30H52As2BrN3PdSTe | OMol25 | the ωB97M-V functional and the def2-TZVPD basis
H -2.4633 -2.4976 3.0850
H -1.3927 2.6402 -3.3901
C 1.8324 2.4276 -2.4325
H 3.3633 -3.6952 1.5671
H -1.1992 -6.4249 1.3833
H 2.6904 2.3813 -1.7587
H -0.9364 -2.3459 -0.9825
H -0.4258 -4.0552 2.7441
H -3.8061 4.9345 -1.0777
C -2.8224 -0.3979 2.6766
H 5.6354 1.7803 2.8338
C 3.6785 0.5922 0.3660
As 0.8876 0.7059 -2.2421
Te 1.1227 -2.2087 1.5243
H -2.9957 6.6420 1.2147
C 1.8345 -2.0272 -2.5208
H -3.8923 -1.6283 -0.5437
H -2.2866 5.7938 -1.3335
H -0.6818 3.7927 2.9197
C 3.5143 1.5288 2.9194
C -2.1469 -1.5208 3.4498
N -1.4130 4.1741 2.3410
H 0.8715 -2.3678 -2.9041
H -1.1324 -3.7439 1.1652
C -3.0746 5.5927 1.4992
Pd 0.1661 0.3028 0.2052
C 4.7508 1.4619 2.2955
H 3.1644 -0.3159 -2.7600
S -0.4880 2.9259 0.1085
Br 0.6630 1.1864 2.9371
N 2.4739 0.6567 0.9475
H 0.0736 1.0272 -4.5478
H 3.6097 -6.0777 0.0402
H 1.7996 -2.0617 -1.4287
C 2.1421 -0.6087 -2.9990
H -2.6389 0.5673 3.1530
C -1.4940 3.9926 1.0288
C -1.9499 -2.1418 -1.3353
H -2.9378 4.9276 3.5998
C 4.8598 0.9923 0.9851
H 2.0292 -0.5384 -4.0812
C -3.5860 1.1963 0.2385
C 1.8867 -5.0147 0.7657
C -0.1621 -6.3454 1.0851
C 0.5023 -5.1237 1.1621
H -3.8996 -0.5603 2.6468
C 0.5254 -7.4570 0.6518
C 2.5694 -6.1388 0.3318
H -5.6902 1.5926 0.0578
N -2.4254 4.7485 0.4833
C -2.7285 4.8797 -0.9304
H 1.4224 2.8498 -4.5347
H 1.1781 3.2193 -2.0748
H -2.9553 -2.6279 0.5435
C -1.6772 1.5860 -3.4034
H 0.0265 -8.4176 0.6099
H -5.3164 0.5091 1.3836
H -2.4098 1.4563 -4.1995
H -3.3567 1.4812 -0.7896
H -3.3866 2.0546 0.8816
H -4.1350 5.3457 1.5649
H 2.4228 -8.2317 -0.0946
H 3.4137 1.8768 3.9383
H 2.8670 3.6065 -3.8916
H 3.6946 0.1951 -0.6429
C -5.0453 0.7676 0.3616
H -2.1629 1.3317 -2.4579
H 6.4117 1.9195 -0.1451
C -2.8849 -1.8098 -0.1740
C -0.4704 0.6973 -3.6613
H 2.8901 1.8919 -4.2701
C -2.2973 5.2635 2.7870
H -1.0571 -1.4449 3.4064
C 2.5516 -3.6832 0.8350
C -0.1897 -3.9141 1.6856
C 1.9028 -7.3511 0.2638
H -1.7154 6.1107 3.1481
H -5.2805 -0.0748 -0.2861
H -2.4269 -1.4600 4.5013
C 6.1718 0.9383 0.2716
C 2.2706 2.6940 -3.8696
H 2.5949 -2.7229 -2.8742
H -1.8999 -1.3057 -2.0353
H -2.3062 -3.0161 -1.8802
H -2.3360 4.0278 -1.4840
H 6.9783 0.6865 0.9586
As -2.2849 -0.1913 0.7884
H 6.1675 0.2196 -0.5458
C 2.4197 1.1238 2.1877
H 2.9927 -3.4065 -0.1236
H -0.7595 -0.3415 -3.8233
```

Which F_max belongs to each record? In order, 3.44; 6.29; 4.35; 4.45; 4.47; 3.75; 4.35; 1.00 eV Å⁻¹.